# C5H6N3

The ion C5H6N3 with charge +1 at a distorted geometry (wB97M-V/def2-TZVPD, the OMol25 dataset).

Last columns: bonded neighbours and bond lengths (Å).
Cartesian coordinates (Å):
1 C -0.10396 0.14593 -2.32031  C4 1.278, N6 1.186
2 C 1.36164 0.68141 0.79913  C3 1.422, N7 1.387, H9 1.012
3 C 0.36862 0.11058 1.64133  C2 1.422, N8 1.277, H10 1.146
4 C 0.87853 0.53402 -1.60138  C1 1.278, N7 1.276
5 C -1.64169 -1.34118 1.37371  N8 1.257, H11 1.002, H13 1.090
6 N -1.01806 -0.24336 -2.96710  C1 1.186, H12 1.030
7 N 1.46551 0.96736 -0.55403  C2 1.387, C4 1.276, H14 1.002
8 N -0.52867 -0.79590 1.58528  C3 1.277, C5 1.257
9 H 2.12940 1.10328 1.30680  C2 1.012
10 H 0.35781 0.33260 2.76605  C3 1.146
11 H -2.38836 -0.89911 0.87192  C5 1.002
12 H -1.41182 0.13495 -3.84083  N6 1.030
13 H -1.63714 -2.35338 1.77734  C5 1.090
14 H 2.16819 1.62280 -0.83791  N7 1.002

Charge: +1
HOMO-LUMO gap, Eh: 0.2529
Total energy, a.u.: -357.93328
Energy above the lowest of the compared OMol25 structures with the same formula, charge and spin, kcal per mole: 121.6
Spin multiplicity: 1